Below is a cluster of 2 separate species, C5H16NO2 in total at a distorted geometry, with properties calculated with ωB97M-V with the def2-TZVPD basis set.

## Properties
M	122.188	g/mol
orbital gap (alpha / beta)	3.197 / 11.624	eV
HOMO (alpha / beta)	-2.570 / -11.057	eV
E	-11025.6121	eV

ORCA input file:
```
! RIJCOSX wB97M-V def2-TZVPD def2/J DEFGRID3
* xyz 0 2
C -1.23 -1.73 0.74
C -0.12 -0.71 0.63
C 0.43 -0.61 -0.79
C 1.50 0.46 -1.22
C 2.52 0.78 -0.09
O 1.87 1.58 0.88
N -0.74 0.64 0.95
H -0.94 -2.74 1.09
H -1.80 -1.87 -0.22
H -2.04 -1.44 1.41
H 0.54 -1.05 1.43
H -0.31 -0.52 -1.60
H 0.80 -1.59 -1.04
H 1.00 1.38 -1.51
H 2.12 -0.05 -1.99
H 3.01 -0.04 0.39
H 3.36 1.29 -0.61
H 2.19 2.46 1.12
H 0.01 1.34 0.78
H -1.03 0.58 1.99
H -1.63 0.87 0.45
H -3.61 0.09 -0.32
H -3.01 0.31 -1.69
O -2.89 0.56 -0.76
*
```

Below is a cluster of 3 separate species, C5H16NO2 in total at a distorted geometry, with properties calculated with ωB97M-V with the def2-TZVPD basis set.

## Properties
M	122.188	g/mol
orbital gap	9.350	eV
HOMO	-14.075	eV
E	-11020.2234	eV

ORCA input file:
```
! RIJCOSX wB97M-V def2-TZVPD def2/J DEFGRID3
* xyz 1 1
C -0.23 0.52 2.67
C -0.31 -1.00 2.44
C 0.41 -1.57 1.29
C -0.54 -1.66 0.00
C 0.60 0.24 -1.16
N 0.24 -0.99 -1.14
H 0.62 0.91 2.28
H -1.11 1.15 2.09
H -0.39 0.76 3.69
H 0.05 -1.53 3.43
H -1.46 -1.27 2.51
H 1.37 -0.95 1.10
H 0.73 -2.57 1.55
H -0.56 -2.74 -0.24
H -1.45 -1.32 0.39
H 1.13 0.72 -1.99
H 0.22 0.94 -0.44
H 0.15 -1.47 -1.92
H -0.44 0.43 -3.99
H 0.39 -0.88 -3.95
O 0.26 -0.10 -3.56
H 0.16 3.99 0.74
H -0.09 4.02 -0.75
O -0.34 3.54 0.07
*
```

Below is a cluster of 3 separate species, C5H16NO2 in total at a distorted geometry, with properties calculated with ωB97M-V with the def2-TZVPD basis set.

## Properties
M	122.188	g/mol
orbital gap	10.063	eV
HOMO	-13.016	eV
E	-11023.0066	eV

ORCA input file:
```
! RIJCOSX wB97M-V def2-TZVPD def2/J DEFGRID3
* xyz 1 1
C -0.37 0.79 0.81
C 0.14 -0.44 1.57
C 0.06 -1.73 0.75
C -1.93 -3.00 1.40
C -1.34 -2.25 0.49
N 0.08 0.84 -0.61
H -1.46 0.73 0.84
H -0.14 1.75 1.29
H -0.40 -0.50 2.51
H 1.21 -0.29 1.73
H 0.67 -1.63 -0.15
H 0.57 -2.51 1.30
H -1.39 -3.51 2.22
H -2.90 -3.50 1.39
H -1.85 -1.97 -0.43
H 1.10 0.78 -0.68
H -0.26 1.71 -1.06
H -0.30 0.02 -1.07
H 3.47 1.54 -0.96
H 4.05 0.34 -1.60
O 3.20 0.78 -1.50
H -0.26 4.14 -2.06
H -1.63 3.40 -2.03
O -0.70 3.32 -1.79
*
```

Below is a cluster of 3 separate species, C5H16NO2 in total at a distorted geometry, with properties calculated with ωB97M-V with the def2-TZVPD basis set.

## Properties
M	122.188	g/mol
orbital gap	9.807	eV
HOMO	-12.872	eV
E	-11021.3156	eV

ORCA input file:
```
! RIJCOSX wB97M-V def2-TZVPD def2/J DEFGRID3
* xyz 1 1
C -0.52 1.13 0.62
C -0.06 0.25 -0.49
C 0.16 0.85 -1.92
C 1.00 2.18 -1.98
C 0.86 3.13 -2.91
N -1.05 -1.04 -0.64
H -0.35 0.67 1.63
H -0.21 2.21 0.74
H -1.61 0.95 0.56
H 0.90 -0.02 -0.07
H -0.74 1.03 -2.54
H 0.79 0.14 -2.52
H 1.63 2.36 -1.05
H 1.54 4.00 -3.13
H 0.16 3.01 -3.64
H -0.88 -1.68 0.23
H -0.79 -1.65 -1.33
H -2.09 -0.75 -0.77
H -0.25 -2.34 2.27
H -1.76 -2.45 2.79
O -1.12 -2.19 2.09
H 1.04 -2.93 4.32
H 1.92 -2.64 3.07
O 1.05 -2.55 3.42
*
```

Below is a structure of composition C5H16NO4 at a distorted geometry, with properties calculated with ωB97M-V with the def2-TZVPD basis set.

## Properties
M	154.186	g/mol
orbital gap (alpha / beta)	9.860 / 5.944	eV
HOMO (alpha / beta)	-9.183 / -9.087	eV
E	-15116.4082	eV

ORCA input file:
```
! RIJCOSX wB97M-V def2-TZVPD def2/J DEFGRID3
* xyz 0 2
C -0.91 1.06 -1.87
C 0.38 0.89 -1.04
C 0.33 1.80 0.19
C 1.44 1.52 1.22
O 0.93 1.11 2.46
N 0.62 -0.50 -0.61
C 0.39 -1.61 -1.55
O -0.95 -1.89 -1.63
H -1.75 0.62 -1.34
H -1.06 2.11 -2.09
H -0.84 0.51 -2.81
H 1.22 1.17 -1.69
H 0.39 2.83 -0.14
H -0.63 1.67 0.69
H 2.16 0.76 0.84
H 2.01 2.42 1.48
H 0.37 0.29 2.37
H 0.16 -0.67 0.30
H 0.75 -1.34 -2.55
H 0.92 -2.48 -1.13
H -1.38 -1.86 -0.64
H -0.30 -0.09 2.49
O 0.08 -0.53 1.71
H -2.40 -0.86 0.46
H -0.77 -1.13 1.16
O -1.75 -1.59 0.61
*
```

Below is a cluster of 2 separate species, C5H16NOS in total at a distorted geometry, with properties calculated with ωB97M-V with the def2-TZVPD basis set.

## Properties
M	138.256	g/mol
orbital gap	9.569	eV
HOMO	-12.595	eV
E	-19809.2719	eV

ORCA input file:
```
! RIJCOSX wB97M-V def2-TZVPD def2/J DEFGRID3
* xyz 1 1
C -0.96 2.30 0.00
C 0.13 1.22 0.19
C -0.07 -0.05 -0.77
C 0.90 -1.22 -0.51
S 2.43 -0.85 0.35
C 3.28 -2.45 0.40
N 1.45 1.93 -0.12
H -0.76 3.10 0.77
H -1.96 1.87 0.27
H -0.96 2.89 -0.97
H 0.20 0.85 1.15
H -1.14 -0.27 -0.82
H 0.05 0.27 -1.92
H 0.45 -1.85 0.23
H 1.18 -1.71 -1.34
H 3.86 -2.60 -0.62
H 2.47 -3.15 0.54
H 4.06 -2.76 1.27
H 2.33 1.16 -0.10
H 1.26 2.37 -1.02
H 1.60 2.67 0.62
H -6.93 -1.83 1.14
H -6.71 -0.60 0.48
O -6.16 -1.28 0.78
*
```

Below is a structure of composition C5H16NOS at a distorted geometry, with properties calculated with ωB97M-V with the def2-TZVPD basis set.

## Properties
M	138.256	g/mol
orbital gap	3.537	eV
HOMO	-12.918	eV
E	-19802.9416	eV

ORCA input file:
```
! RIJCOSX wB97M-V def2-TZVPD def2/J DEFGRID3
* xyz 1 1
C -0.81 1.36 2.06
C 0.13 1.22 0.88
C 0.96 0.03 1.01
C 1.81 -0.25 -0.29
S 0.73 -0.07 -1.76
C 2.04 0.01 -3.09
N -1.92 -2.10 0.47
H -1.44 2.21 2.03
H -0.25 1.59 2.98
H -1.53 0.59 2.20
H 0.68 2.11 0.69
H 1.54 0.22 1.88
H 0.24 -0.97 0.99
H 2.64 0.46 -0.37
H 2.03 -1.34 -0.36
H 2.38 -1.01 -3.31
H 2.79 0.76 -2.89
H 1.51 0.31 -3.96
H -1.84 -2.68 -0.32
H -2.54 -2.51 1.06
H -0.49 0.87 0.05
H -2.35 -1.02 0.26
H -3.62 0.03 -0.23
O -2.70 0.18 0.04
*
```

Below is a cluster of 2 separate species, C5H16NS in total, with properties calculated with ωB97M-V with the def2-TZVPD basis set.

## Properties
M	122.257	g/mol
orbital gap	10.780	eV
HOMO	-13.430	eV
E	-17763.5231	eV

ORCA input file:
```
! RIJCOSX wB97M-V def2-TZVPD def2/J DEFGRID3
* xyz 1 1
S 1.57 0.92 0.10
C -1.21 0.52 0.05
C 0.12 -0.01 -0.49
H 1.21 2.11 -0.43
H -1.20 0.51 1.15
H -2.04 -0.11 -0.31
H -1.37 1.56 -0.29
H 0.30 -1.04 -0.14
H 0.12 -0.02 -1.60
C 0.09 2.60 3.22
C 2.45 1.97 3.49
C 0.69 0.27 3.70
N 1.10 1.53 3.03
H 0.39 3.52 2.69
H 0.00 2.84 4.30
H -0.89 2.28 2.85
H 2.43 2.19 4.57
H 3.20 1.18 3.30
H 2.76 2.89 2.95
H 0.62 0.44 4.79
H -0.29 -0.07 3.33
H 1.43 -0.53 3.52
H 1.17 1.34 2.01
*
```

Below is a cluster of 2 separate species, C5H16NSi in total at a distorted geometry, with properties calculated with ωB97M-V with the def2-TZVPD basis set.

## Properties
M	118.276	g/mol
orbital gap	7.985	eV
HOMO	-11.372	eV
E	-14802.1231	eV

ORCA input file:
```
! RIJCOSX wB97M-V def2-TZVPD def2/J DEFGRID3
* xyz 1 1
C 3.77 -0.09 0.27
C -1.44 -0.08 -2.08
C -2.16 1.62 0.73
C -2.57 -1.40 0.88
C 1.32 -0.35 0.56
N 2.39 0.19 -0.29
Si -1.81 0.00 -0.21
H 4.03 0.54 1.09
H 3.94 -1.22 0.39
H 4.43 0.27 -0.55
H -0.63 0.70 -2.26
H -1.05 -1.00 -2.32
H -2.39 -0.14 -2.58
H -1.33 1.93 1.18
H -2.65 2.43 -0.01
H -3.01 1.47 1.50
H -2.28 -1.20 1.85
H -3.72 -1.32 0.62
H -2.25 -2.39 0.66
H 1.49 -1.34 0.72
H 1.31 0.36 1.51
H 2.21 -0.18 -1.26
H 2.41 1.19 -0.41
*
```

Below is a cluster of 2 separate species, C5H16NSi in total at a distorted geometry, with properties calculated with ωB97M-V with the def2-TZVPD basis set.

## Properties
M	118.276	g/mol
orbital gap	10.229	eV
HOMO	-13.958	eV
E	-14802.5508	eV

ORCA input file:
```
! RIJCOSX wB97M-V def2-TZVPD def2/J DEFGRID3
* xyz 1 1
C 1.91 -1.03 -0.18
C -1.66 -1.22 1.32
C -1.32 -0.81 -1.97
C 1.60 0.18 0.63
C 0.45 0.91 0.06
N 0.35 2.28 0.67
Si -1.31 0.02 -0.23
H 1.00 -1.62 -0.35
H 2.55 -1.75 0.36
H 2.48 -0.93 -1.07
H -2.69 -1.19 1.08
H -1.31 -2.16 0.88
H -1.36 -1.18 2.35
H -1.26 -1.90 -1.88
H -2.26 -0.55 -2.42
H -0.45 -0.56 -2.61
H 1.21 -0.40 1.52
H 2.38 1.02 0.76
H 0.89 1.70 -1.37
H 0.20 2.30 1.74
H 1.22 2.85 0.64
H -0.53 2.72 0.26
H -2.11 1.30 -0.17
*
```

Below is the ion C5H16NSi with charge +1 at a distorted geometry, with properties calculated with ωB97M-V with the def2-TZVPD basis set.

## Properties
M	118.276	g/mol
SMILES	CC[C@@H]([SiH3])[NH+](C)C
orbital gap	12.095	eV
HOMO	-14.881	eV
E	-14802.8818	eV

ORCA input file:
```
! RIJCOSX wB97M-V def2-TZVPD def2/J DEFGRID3
* xyz 1 1
C -0.15 2.12 1.50
C 0.23 1.81 0.07
C -0.45 0.34 -0.47
Si -0.14 0.00 -2.37
N -0.07 -0.87 0.40
C 1.39 -1.31 0.33
C -1.10 -1.97 0.62
H -1.28 2.26 1.47
H 0.27 3.12 1.83
H 0.06 1.32 2.11
H 1.24 1.59 -0.01
H -0.19 2.43 -0.61
H -1.43 0.38 -0.23
H 1.41 0.31 -2.52
H -1.03 0.95 -3.15
H -0.21 -1.43 -2.47
H 0.08 -0.26 1.22
H 1.51 -1.70 -0.78
H 1.96 -0.44 0.31
H 1.75 -2.07 0.93
H -1.51 -2.23 -0.43
H -0.51 -2.72 1.04
H -1.85 -1.62 1.20
*
```

Below is a cluster of 2 separate species, C5H16NSi in total at a distorted geometry, with properties calculated with ωB97M-V with the def2-TZVPD basis set.

## Properties
M	118.276	g/mol
orbital gap	8.831	eV
HOMO	-13.023	eV
E	-14801.2784	eV

ORCA input file:
```
! RIJCOSX wB97M-V def2-TZVPD def2/J DEFGRID3
* xyz 1 1
C 1.98 -0.45 -2.25
C 0.02 -0.75 1.87
C 0.52 1.59 1.19
C 0.63 -1.28 -2.25
C -1.54 0.46 0.23
N -0.14 0.26 0.74
Si -3.00 0.76 1.24
H 1.75 0.63 -2.19
H 2.51 -0.65 -3.31
H 2.62 -0.78 -1.40
H 1.07 -0.67 2.11
H -0.51 -0.37 2.77
H -0.19 -1.84 1.54
H 1.57 1.34 1.27
H 0.25 2.42 0.55
H 0.21 1.84 2.21
H 0.03 -1.30 -1.33
H 0.63 -2.18 -2.74
H -1.71 -0.09 -0.59
H 0.39 -0.04 -0.01
H -0.40 -0.78 -2.74
H -2.43 1.13 2.59
H -4.27 0.75 0.51
*
```